{
  "formula": "C38H38BrClF40O11",
  "method": "wB97M-V/def2-TZVPD",
  "orbital_gap_ev": 10.3940,
  "symbols": ["H", "F", "H", "F", "F", "C", "F", "F", "H", "O", "H", "H", "Cl", "H", "F", "F", "H", "C", "H", "O", "C", "O", "F", "C", "F", "C", "H", "Br", "F", "F", "C", "F", "F", "H", "C", "C", "H", "F", "H", "F", "C", "F", "H", "O", "C", "F", "F", "C", "H", "F", "C", "C", "F", "C", "F", "F", "C", "C", "C", "F", "C", "C", "C", "H", "F", "F", "O", "F", "H", "O", "O", "H", "C", "C", "H", "C", "H", "F", "C", "C", "F", "H", "C", "C", "H", "H", "F", "H", "O", "C", "C", "H", "C", "C", "F", "H", "H", "F", "C", "H", "F", "H", "C", "O", "F", "H", "H", "C", "F", "O", "F", "H", "H", "H", "C", "H", "H", "H", "F", "C", "C", "F", "O", "C", "F", "F", "H", "H", "F"],
  "positions_angstrom": [[3.36, 1.14, -0.20], [2.33, 4.16, -1.98], [0.29, -5.07, -0.03], [1.13, 12.01, -2.21], [3.53, 3.10, -3.86], [1.92, 5.37, -2.41], [-2.99, -10.03, 8.17], [-1.20, 12.31, 0.44], [-0.63, -7.08, -0.26], [2.34, -0.73, 1.80], [-4.18, -4.00, 3.36], [0.16, 13.56, -1.43], [-0.27, -2.26, 2.98], [3.41, 1.59, 1.58], [-2.53, -7.13, 4.47], [-0.74, -7.45, 6.67], [-0.84, -4.45, 1.94], [2.69, 1.42, 0.69], [-3.29, -8.34, -0.67], [2.64, -3.28, -1.45], [-0.01, -0.42, -0.32], [5.37, -0.26, -2.51], [1.38, 5.99, -1.34], [-3.56, 0.43, 2.54], [7.59, 0.60, -4.12], [-1.62, -6.82, -0.78], [-2.75, -4.83, -0.34], [-2.25, -4.86, -2.86], [-4.48, -0.23, 1.80], [-0.56, 10.64, -3.90], [8.38, -1.96, -2.02], [1.82, 4.40, -5.74], [3.26, 2.05, -5.74], [0.56, 3.16, -2.96], [6.71, 1.48, -3.59], [-1.23, -7.48, 4.33], [-2.64, 0.51, 1.95], [7.40, 2.62, -3.35], [-3.59, -5.26, 2.05], [1.50, 12.74, -0.20], [0.54, 12.57, -1.14], [-0.80, -6.87, 3.18], [-1.16, -1.84, -1.66], [0.48, 0.13, -1.36], [-7.39, 1.14, 1.16], [-6.94, 0.41, 2.21], [-3.06, 2.36, 3.75], [-3.31, -4.36, 2.71], [4.97, -2.09, -1.81], [6.69, -3.56, -2.31], [6.08, 0.94, -2.31], [-1.83, -5.21, -0.91], [-1.72, 8.81, -3.92], [-6.28, 2.02, 0.58], [0.97, 8.36, -3.80], [9.27, -2.73, -2.70], [1.45, -3.33, -1.05], [-4.05, 1.80, 3.00], [-1.02, -1.69, -0.52], [-3.29, -0.36, 3.61], [-0.51, -3.03, 0.21], [-0.59, 11.69, -0.60], [0.59, 3.87, -3.79], [5.95, 1.69, -4.35], [-3.17, -8.29, 6.88], [-0.82, -9.90, 6.43], [0.34, -3.95, -1.75], [-7.84, 0.26, 0.23], [-0.15, -9.40, 4.34], [0.87, 5.21, -3.34], [-5.77, 2.94, 1.53], [-2.85, 10.12, -2.37], [-3.16, -9.64, 6.88], [-0.38, -6.94, 5.48], [6.06, -1.23, -0.78], [2.61, 2.46, -4.61], [-0.04, 7.87, -2.16], [-2.13, -11.56, 5.98], [-1.83, 10.12, -1.98], [5.84, -1.43, -1.83], [5.17, 1.83, -1.84], [-3.66, -6.86, 0.36], [1.43, 3.35, -4.98], [-2.05, -10.20, 5.99], [-4.12, 3.79, 2.27], [2.73, 7.22, -3.23], [-0.54, -5.59, 5.58], [-0.44, 3.93, -4.15], [0.95, -2.80, 0.22], [3.07, 6.22, -2.97], [6.96, -2.23, -2.52], [2.12, 2.40, 0.55], [-2.68, -3.14, 1.81], [-4.38, 2.81, 1.88], [6.97, 0.77, -1.31], [-2.05, -1.32, -0.14], [-3.20, -3.08, 0.79], [-5.27, 1.31, 0.04], [-0.47, -4.41, -0.61], [8.47, -2.20, -0.96], [4.07, 6.33, -2.06], [-3.75, 2.68, 1.00], [-1.07, -3.35, 1.71], [-1.61, 11.47, -1.56], [-6.78, 2.77, -0.43], [0.68, -7.14, 5.32], [-1.86, 9.43, -1.13], [-0.93, 9.60, -3.13], [1.14, 9.45, -1.94], [0.32, 0.14, 0.95], [0.58, 2.62, -5.76], [-1.57, -7.32, -1.83], [-2.96, -2.18, 2.38], [2.28, 1.56, -4.08], [-1.14, -9.00, 4.09], [-2.47, -4.70, 3.43], [-2.39, -8.18, 0.92], [-1.23, -9.14, 3.01], [3.61, 5.66, -4.07], [1.74, 0.19, 1.16], [0.27, 8.76, -2.71], [-0.16, 10.51, -0.12], [-2.19, -9.80, 4.64], [-2.80, -7.56, 0.03], [6.87, -2.05, -3.86], [-5.12, 1.68, 3.82], [-4.15, -9.98, 6.55], [-8.23, 1.74, 1.50], [8.76, -0.68, -2.21]]
}

***

{
  "formula": "C38H38Cl3CoF6N2O9P2S2",
  "method": "wB97M-V/def2-TZVPD",
  "spin_multiplicity": 4,
  "orbital_gap_ev": [7.4223, 8.0254],
  "charge": -1,
  "e_above_lowest_kcal_mol": 0.00,
  "symbols": ["C", "C", "H", "H", "C", "C", "F", "O", "F", "H", "H", "H", "H", "C", "O", "C", "C", "O", "C", "H", "C", "C", "F", "H", "H", "H", "H", "H", "H", "H", "Co", "H", "H", "C", "O", "P", "S", "O", "H", "C", "N", "C", "O", "H", "H", "C", "H", "C", "H", "C", "H", "C", "F", "H", "F", "C", "C", "Cl", "H", "H", "C", "C", "C", "C", "C", "C", "C", "F", "C", "Cl", "Cl", "C", "N", "C", "H", "O", "S", "C", "H", "H", "H", "H", "C", "C", "O", "H", "H", "C", "H", "O", "P", "H", "H", "C", "C", "H", "C", "C", "H", "C", "H"],
  "positions_angstrom": [[3.12, 0.01, 0.55], [1.91, -1.57, 1.88], [-2.15, -1.79, 4.57], [3.17, 0.88, -0.10], [1.76, 5.48, 0.19], [-2.01, -3.58, 1.78], [-2.79, -0.14, -4.25], [0.75, 0.24, -3.70], [-4.23, 0.16, -2.66], [0.18, 1.47, 3.08], [4.34, -1.23, -1.99], [-2.98, -5.48, 1.57], [1.90, -4.52, 4.43], [3.09, -3.28, 3.17], [-3.66, 3.14, 0.90], [-4.55, -2.57, 2.28], [1.91, -3.71, 3.71], [2.95, 0.14, -2.56], [-0.41, 1.02, 3.87], [4.03, -3.75, 3.46], [3.41, -1.21, -2.57], [-5.39, 1.53, -0.21], [-3.98, 1.65, -4.19], [-0.03, 4.62, -0.63], [-0.90, -1.00, -3.72], [5.28, -2.21, 1.97], [-0.12, 2.66, 5.21], [-5.53, -2.17, 2.46], [-3.58, -0.67, 2.49], [1.66, 6.41, -0.35], [0.10, 0.02, 0.02], [-1.02, -3.97, 1.55], [-1.43, 1.63, 7.04], [0.70, -2.04, 2.47], [-0.46, -1.94, -0.73], [-0.77, -1.05, 2.03], [-3.58, 2.00, 0.02], [-1.55, 2.67, -3.29], [-0.22, -3.40, 3.84], [-0.57, 1.69, 5.07], [-0.06, 2.28, 0.60], [3.13, -2.20, 2.26], [-1.17, 0.79, -1.78], [2.77, -1.71, -4.57], [-0.52, 0.09, -5.94], [2.83, 5.30, 1.05], [2.04, 2.20, -4.09], [2.01, 3.10, 1.59], [-5.23, -4.59, 2.02], [-3.33, 0.75, -3.43], [1.03, 3.50, -3.44], [0.10, -0.93, -4.16], [-5.57, 0.22, -0.36], [-0.71, 2.55, -0.13], [-6.07, 1.90, 0.88], [-1.30, 1.11, 6.09], [3.12, 3.56, -2.83], [0.41, -4.46, -1.57], [4.06, -2.74, -3.91], [4.43, -1.09, -4.47], [0.81, 4.48, 0.04], [0.71, -3.07, 3.37], [-3.45, -1.73, 2.30], [-4.38, -3.93, 2.03], [-0.01, -0.84, -5.67], [1.86, 2.82, -3.22], [-1.38, -2.30, -1.51], [-5.92, 2.15, -1.26], [3.68, -1.72, -3.97], [-2.44, -4.85, -1.43], [-1.27, -3.85, -3.83], [-1.86, -0.15, 5.91], [-3.13, 2.46, -1.42], [-1.71, -0.81, 4.70], [2.97, 4.10, -1.89], [1.43, 2.00, -2.12], [-2.11, 1.72, -2.38], [-3.11, -4.42, 1.78], [3.56, 6.08, 1.19], [0.66, -1.82, -3.87], [0.98, -0.84, -6.13], [2.12, 2.15, 2.10], [4.33, -0.61, 0.91], [-1.16, -3.82, -2.06], [-2.38, -1.75, -1.94], [-0.59, -1.68, -6.05], [2.68, -1.86, -2.06], [4.34, -1.71, 1.72], [-2.41, -0.62, 6.71], [-2.93, 0.84, 0.55], [1.35, 0.41, -2.20], [-0.60, 2.15, 1.45], [3.39, 4.27, -3.62], [1.89, -0.47, 0.97], [-1.00, -0.22, 3.65], [3.81, 3.93, 2.39], [0.92, 3.29, 0.75], [-2.16, -2.23, 2.06], [3.94, 2.86, -2.69], [2.96, 4.09, 1.74], [5.26, -0.22, 0.52]]
}

***

{
  "formula": "C38H38GeO3PdS3",
  "method": "wB97M-V/def2-TZVPD",
  "spin_multiplicity": 2,
  "orbital_gap_ev": [5.7853, 7.1708],
  "charge": -1,
  "symbols": ["H", "H", "H", "C", "C", "O", "H", "Ge", "C", "C", "H", "H", "H", "C", "H", "H", "H", "C", "C", "H", "H", "S", "Pd", "H", "C", "C", "C", "O", "C", "H", "C", "H", "C", "C", "H", "C", "O", "H", "H", "H", "H", "H", "C", "H", "C", "C", "H", "S", "C", "C", "H", "C", "C", "C", "C", "H", "H", "C", "H", "C", "H", "C", "C", "C", "H", "H", "H", "C", "H", "S", "C", "H", "H", "C", "H", "C", "H", "H", "H", "C", "C", "C", "C", "C"],
  "positions_angstrom": [[3.21, 2.44, 0.38], [-1.56, -1.92, 3.68], [-0.91, -1.57, 0.50], [3.51, -0.64, 2.64], [-0.18, -2.40, -2.36], [-3.20, 1.47, 1.63], [-5.10, -2.12, -3.12], [1.14, 0.13, -1.65], [-2.08, 1.76, -3.99], [1.79, 1.14, 4.83], [6.04, 2.50, -3.92], [-3.78, -3.05, 0.85], [-5.07, -0.33, 1.88], [-4.57, -1.85, -2.22], [2.77, -1.52, -3.72], [-1.24, -4.22, -2.74], [2.15, -1.70, 3.92], [-2.45, -0.79, 1.39], [4.17, 2.82, 2.25], [1.92, 3.04, 3.78], [5.20, 2.68, 1.92], [4.22, 2.37, 4.02], [0.98, 0.28, 0.70], [2.49, 3.09, 5.45], [-0.36, -3.64, -2.95], [-5.28, -0.98, 3.91], [-3.30, -1.87, 4.93], [-1.03, 1.27, 1.15], [1.90, -2.12, -3.49], [-1.87, 4.16, -1.62], [2.11, -1.05, 3.05], [-5.19, -1.70, 5.94], [-3.84, -2.37, 0.01], [5.19, 0.86, -2.82], [-0.96, -2.02, -1.70], [3.91, 2.70, -3.68], [-1.27, -1.58, 1.40], [-5.00, -3.70, -1.20], [4.10, -1.55, 2.46], [1.80, 2.64, -3.29], [0.98, 1.31, 5.53], [3.92, 3.88, 2.20], [-2.60, -1.66, 3.75], [-0.82, 0.02, -4.11], [-2.38, 2.92, -3.30], [5.13, 2.06, -3.51], [4.08, -0.63, -1.75], [0.96, 0.33, 3.40], [-3.23, -1.12, 0.12], [-2.19, 0.81, 1.40], [4.00, -0.06, 3.41], [-0.62, 2.42, -1.74], [0.94, -1.61, -2.61], [-4.51, -2.73, -1.15], [-4.64, -1.53, 5.02], [2.20, 2.07, 1.77], [-2.66, 1.50, -4.87], [-1.64, 3.26, -2.17], [-3.98, 0.08, -2.95], [3.21, 2.02, 1.39], [2.49, -3.73, -4.78], [-4.58, -0.77, 2.73], [1.73, -3.36, -4.09], [2.75, 2.13, -3.16], [-6.33, -0.71, 3.97], [1.60, -1.58, 2.23], [-2.79, -2.30, 5.79], [0.61, -4.13, -3.81], [0.49, -5.11, -4.27], [3.66, 0.27, 1.06], [-1.05, 0.93, -3.56], [2.49, 0.44, 5.27], [6.14, 0.35, -2.69], [-3.23, -1.10, 2.64], [-2.79, 0.72, -0.91], [2.47, 2.48, 4.54], [-3.19, 3.56, -3.63], [-0.07, 2.66, -0.84], [3.86, 3.63, -4.22], [-3.95, -0.61, -2.13], [-0.31, 1.25, -2.43], [2.78, 0.92, -2.47], [4.03, 0.30, -2.30], [-3.28, -0.25, -0.97]]
}

***

{
  "formula": "C38H38N3O6S",
  "method": "wB97M-V/def2-TZVPD",
  "orbital_gap_ev": 7.8985,
  "charge": 1,
  "symbols": ["C", "N", "H", "H", "C", "C", "H", "H", "H", "C", "H", "C", "H", "C", "H", "C", "C", "H", "H", "H", "H", "C", "H", "C", "C", "O", "C", "C", "H", "C", "H", "C", "C", "H", "C", "O", "O", "H", "H", "C", "C", "C", "C", "C", "H", "H", "H", "H", "C", "H", "C", "H", "H", "C", "C", "S", "C", "C", "C", "C", "C", "C", "H", "C", "O", "C", "H", "O", "O", "H", "H", "H", "H", "H", "H", "C", "N", "C", "H", "H", "C", "H", "H", "H", "C", "N"],
  "positions_angstrom": [[-0.54, -2.72, 2.92], [-0.12, 0.52, 2.67], [3.27, -7.78, 5.71], [-0.89, 1.43, -0.21], [3.32, 4.49, 1.12], [-7.03, 0.28, -6.57], [-0.50, 0.62, 3.60], [-7.92, -1.06, -7.97], [0.52, 5.49, -1.13], [2.78, 5.55, 0.13], [-1.13, -1.91, 2.54], [3.16, -6.88, 6.29], [-5.62, 3.71, -3.11], [-4.67, 3.44, -3.55], [4.53, -0.93, 0.12], [-5.86, 0.87, -6.12], [3.78, -0.15, 0.05], [0.12, -1.07, 0.86], [4.33, 3.41, -1.18], [0.82, 0.86, 2.64], [-1.45, 2.61, 2.91], [-4.64, 0.55, -6.74], [1.89, 6.05, 0.51], [-4.62, -0.34, -7.80], [1.32, 0.28, -0.31], [2.55, 5.02, -1.17], [1.40, -3.54, 6.04], [2.87, -4.54, 7.77], [-1.36, 4.13, -3.36], [-7.00, -0.60, -7.63], [5.39, 2.99, 0.14], [2.47, -0.73, -0.48], [0.41, -4.92, 2.65], [3.68, 1.18, -2.05], [3.64, -5.58, 8.26], [1.07, 4.33, -2.71], [1.90, -6.99, 3.80], [-1.31, 2.45, -5.17], [0.57, -5.81, 2.07], [3.27, 3.05, 0.61], [1.29, 4.94, -1.67], [2.40, -5.83, 5.79], [0.02, -2.63, 4.19], [-0.02, -0.35, 0.06], [1.60, 0.91, 0.53], [4.38, -7.56, 7.91], [-3.68, -0.57, -8.28], [3.54, 6.31, 0.01], [-3.50, 4.04, -3.12], [3.23, 2.36, 1.44], [0.97, -4.83, 3.92], [-3.53, 4.78, -2.34], [3.64, 0.24, 1.06], [-2.25, 2.74, -4.71], [-3.42, 2.14, -5.15], [4.54, 1.09, -1.02], [-4.64, 2.49, -4.56], [3.78, -6.75, 7.52], [4.44, 2.75, -0.32], [-2.28, 3.68, -3.70], [1.77, -5.98, 4.45], [-0.94, 1.23, 1.72], [-0.41, -0.90, -0.79], [-5.80, -0.91, -8.25], [-2.30, 0.84, -6.76], [-5.91, 1.85, -4.99], [4.33, 4.78, 1.37], [1.23, -2.54, 6.70], [-6.96, 2.11, -4.45], [2.60, -1.00, -1.53], [4.14, -5.48, 9.21], [-5.78, -1.59, -9.08], [1.21, 0.92, -1.19], [2.24, -1.62, 0.09], [2.35, 2.91, 0.04], [-0.34, -3.87, 2.15], [-1.01, 0.66, 0.43], [0.78, -3.68, 4.69], [-0.13, -1.75, 4.79], [2.75, 4.53, 2.04], [2.24, -4.66, 6.54], [-7.97, 0.53, -6.08], [-0.77, -3.93, 1.16], [2.75, -3.63, 8.34], [-3.36, 1.15, -6.26], [-1.59, 2.30, 1.96]]
}

***

| no. | strongest force on any atom (eV/A) | total energy (eV) |
| --- | --- | --- |
| 1 | 6.27 | -253804.413 |
| 2 | 1.55 | -193182.726 |
| 3 | 0.92 | -138669.056 |
| 4 | 2.64 | -67606.542 |